(1)
Density functional theory data (ωB97M-V/def2-TZVPD) for a cluster of 15 separate species, C69H75N15 in total at a distorted geometry.

```
159
Properties=species:S:1:pos:R:3:forces:R:3
N 11.106399 2.509132 -11.497254 0.077 -0.139 -0.188
C 10.572568 3.372370 -10.548330 0.924 -0.514 -0.374
C 11.298010 3.222384 -9.380402 -0.296 -0.406 -1.348
C 12.282040 2.241235 -9.691898 0.778 -1.193 0.664
C 12.165596 1.751258 -10.980679 -1.470 2.267 0.857
H 10.922057 2.601062 -12.486027 -0.204 -0.167 0.198
H 9.764814 4.033280 -10.826067 0.063 -0.081 0.099
H 11.103313 3.713700 -8.438537 0.166 -0.076 -0.121
H 12.984293 1.829626 -8.982100 0.036 0.086 0.070
H 12.689294 0.992975 -11.543833 -0.082 0.226 0.073
N 3.052910 5.152546 -19.945689 0.146 2.085 0.657
C 1.723727 4.834554 -19.867631 -0.161 -0.526 0.173
C 1.648486 3.445969 -19.974602 0.050 1.528 -1.034
C 2.960689 3.050338 -20.259074 0.624 -2.672 1.147
C 3.837763 4.079509 -20.079449 -0.141 -0.749 -0.951
H 3.502097 6.055683 -19.893835 -0.729 0.198 0.183
H 0.969612 5.598498 -19.748970 0.128 -0.090 0.029
H 0.802961 2.778119 -20.048584 -0.124 0.377 0.189
H 3.185556 1.997396 -20.343629 0.419 0.054 -0.199
H 4.913903 4.169848 -20.092214 -0.167 -0.149 -0.151
N 6.012353 9.021513 -19.679774 0.381 1.263 -0.815
C 4.934012 9.881461 -19.841333 0.634 -1.119 0.422
C 4.143888 9.694044 -18.718857 -0.277 0.937 -0.856
C 4.804186 8.819320 -17.829518 0.312 -0.127 -0.687
C 5.978441 8.451244 -18.473277 -0.694 -1.049 1.789
H 6.834285 9.025824 -20.266731 -0.226 -0.054 0.021
H 4.953765 10.507593 -20.721090 -0.585 -0.026 0.171
H 3.175174 10.155716 -18.597017 0.102 0.044 0.201
H 4.414165 8.495947 -16.875741 0.264 -0.080 -0.081
H 6.724059 7.754949 -18.118864 0.106 0.130 -0.217
N 9.171958 -4.682525 -20.479867 0.268 -0.007 -2.049
C 10.250854 -3.905786 -20.188781 2.284 -0.487 0.482
C 11.341705 -4.247328 -21.020811 -2.274 1.098 1.382
C 10.796246 -5.131515 -21.963917 0.628 -0.116 -0.778
C 9.478042 -5.342707 -21.684893 -0.097 -0.527 1.000
H 8.263462 -4.710805 -20.039498 0.306 0.300 -0.030
H 10.383022 -3.264975 -19.329538 -0.681 -0.115 0.126
H 12.316815 -3.808131 -20.870251 -0.012 -0.207 -0.389
H 11.347037 -5.549035 -22.793801 -0.214 -0.116 -0.037
H 8.822827 -6.029606 -22.199946 -0.248 0.205 0.317
N 9.319911 9.264980 -23.442029 -0.484 1.953 -0.038
C 10.084722 8.184233 -23.169755 -0.215 -0.267 -0.185
C 9.344123 7.124527 -23.604061 0.081 -1.758 -0.596
C 8.117221 7.565656 -24.165843 0.273 0.116 0.540
C 8.132574 8.922673 -24.032602 -0.152 0.138 -0.190
H 9.580269 10.228399 -23.286730 0.054 -0.295 0.064
H 11.063945 8.284749 -22.725433 -0.157 -0.138 -0.083
H 9.635328 6.088438 -23.694172 0.263 0.040 0.465
H 7.318267 6.941732 -24.538400 0.144 0.136 -0.097
H 7.406878 9.654119 -24.356244 0.178 0.083 0.177
N 16.559180 1.266896 -18.423088 0.682 0.272 -0.301
C 17.000870 1.004864 -19.701790 -0.818 -0.134 0.755
C 15.870172 0.652504 -20.418829 1.276 -0.301 -0.762
C 14.740438 0.684103 -19.569901 0.383 0.580 -0.180
C 15.215698 1.122772 -18.363192 -0.777 -0.004 0.960
H 17.171716 1.524841 -17.662604 -0.356 -0.006 -0.144
H 18.065344 1.074076 -19.870604 -0.229 -0.130 -0.490
H 15.925550 0.366241 -21.458720 -0.264 -0.007 0.019
H 13.714341 0.511734 -19.859427 0.115 -0.013 0.161
H 14.691582 1.398861 -17.460167 -0.041 -0.233 -0.026
N 6.442773 0.708263 -23.482434 -0.010 1.271 -1.360
C 5.982130 1.329307 -24.641620 -0.613 -2.732 0.917
C 5.529947 0.564257 -25.738535 1.264 -0.186 0.530
C 5.638904 -0.833241 -25.673965 -0.128 0.245 1.163
C 6.028561 -1.426219 -24.472961 0.816 0.494 -0.100
C 6.527855 -0.619351 -23.421848 -1.455 0.328 -1.566
H 5.826111 2.397967 -24.636519 0.383 0.090 0.225
H 5.243820 0.996269 -26.686120 -0.166 0.364 0.128
H 5.399598 -1.467957 -26.514354 -0.203 0.091 -0.096
H 6.053463 -2.502376 -24.385335 0.065 -0.083 0.027
H 6.914379 -1.077509 -22.523467 0.073 0.123 0.165
N 10.168673 -3.685270 -14.378897 0.634 0.484 1.370
C 11.317773 -3.745912 -13.639591 -2.282 -0.091 0.977
C 11.357818 -3.372912 -12.244040 -0.784 -0.472 -1.552
C 10.143692 -3.016717 -11.629407 0.804 0.370 -1.197
C 8.984590 -2.970544 -12.404063 0.875 0.636 0.724
C 9.061731 -3.238108 -13.752622 0.227 -0.607 -0.255
H 12.083142 -4.266223 -14.196252 0.671 0.442 0.338
H 12.293313 -3.378323 -11.704397 0.023 -0.062 0.024
H 10.081427 -2.596065 -10.636647 0.287 -0.383 0.269
H 8.126377 -2.547029 -11.903552 -0.457 -0.278 -0.387
H 8.160247 -3.151092 -14.340968 -0.008 -0.001 -0.323
N 10.858541 10.414631 -17.515571 0.215 0.980 0.234
C 12.124263 10.786578 -17.792638 0.051 1.321 -0.146
C 12.646649 12.079190 -17.540422 -1.553 0.041 1.207
C 11.827866 12.987047 -16.822899 0.465 -1.370 0.677
C 10.570220 12.570624 -16.402234 -0.603 -0.901 -1.660
C 10.095300 11.324486 -16.880178 1.134 0.369 0.315
H 12.750411 10.064646 -18.295782 -0.014 -0.240 0.011
H 13.654174 12.434067 -17.699612 0.156 -0.591 -0.488
H 12.281813 13.867053 -16.391708 -0.128 0.405 -0.396
H 9.828735 13.180410 -15.907481 0.353 0.271 0.311
H 9.067878 11.069649 -16.666054 -0.093 -0.322 -0.064
N 10.347510 10.316227 -9.082568 1.044 -0.113 -2.134
C 9.565892 9.476453 -9.800186 -0.601 0.470 0.955
C 9.652308 9.130697 -11.144201 1.155 1.075 0.154
C 10.708908 9.750587 -11.831039 -0.863 -1.068 -0.163
C 11.510573 10.631986 -11.166195 1.126 0.392 0.190
C 11.362395 10.880658 -9.819006 -1.186 -1.600 1.325
H 8.781946 9.028283 -9.207756 -0.206 -0.120 0.079
H 8.945729 8.434158 -11.570804 0.177 -0.068 -0.087
H 11.048242 9.470817 -12.817435 -0.535 -0.030 -0.322
H 12.385543 10.994167 -11.685487 0.073 0.258 0.045
H 12.174697 11.276724 -9.227646 -0.172 0.789 -0.064
N 10.203000 3.149865 -16.451082 0.271 0.237 -1.190
C 10.372804 4.297020 -17.206601 -1.115 -2.421 0.786
C 9.982983 4.354496 -18.530114 0.377 -0.827 -0.260
C 9.557788 3.178298 -19.130543 -0.861 -0.512 0.627
C 9.416365 1.974908 -18.386291 0.137 0.915 -0.783
C 9.743863 1.975106 -17.048799 1.105 3.261 0.582
H 10.738192 5.219147 -16.779328 0.143 -0.252 0.741
H 10.085426 5.279793 -19.077597 -0.090 0.009 -0.140
H 9.184058 3.222737 -20.142832 0.197 -0.215 -0.209
H 9.037696 1.091741 -18.879258 0.025 -0.093 -0.003
H 9.704593 1.127271 -16.380934 -0.179 -0.106 -0.114
N 15.351336 7.518636 -13.542436 -0.821 -1.009 -1.086
C 15.682423 7.935779 -14.781849 0.476 -1.580 -0.088
C 15.564835 7.116937 -15.945677 -0.226 -0.227 0.846
C 15.031497 5.835074 -15.841961 -0.899 0.491 1.511
C 14.606990 5.409761 -14.564453 0.237 1.303 0.941
C 14.773246 6.282665 -13.456021 0.841 0.642 -1.564
H 16.202623 8.882086 -14.798287 -0.182 0.240 -0.285
H 15.858743 7.357569 -16.956669 0.214 0.848 0.174
H 14.803500 5.289189 -16.745524 0.282 -0.363 0.061
H 14.113507 4.486400 -14.299323 0.044 -0.285 -0.595
H 14.456186 5.982265 -12.468274 -0.014 -0.070 0.077
N 4.728865 -3.639024 -18.103286 -0.850 -2.329 -0.471
C 4.581357 -2.400455 -17.741080 -0.371 1.287 1.551
C 3.619364 -2.007241 -16.812763 -1.080 -0.555 0.793
C 2.763093 -2.969815 -16.193018 1.254 2.529 -1.190
C 2.922654 -4.258121 -16.585613 -0.030 -1.019 -0.904
C 3.851931 -4.538684 -17.596730 0.709 0.424 0.369
H 5.308776 -1.686779 -18.098761 -0.030 0.185 -0.273
H 3.479723 -0.971660 -16.539878 0.205 0.144 -0.092
H 1.977599 -2.608730 -15.545707 0.081 -0.242 0.291
H 2.264718 -5.017712 -16.189941 0.125 -0.282 -0.094
H 3.948769 -5.543891 -17.979584 0.031 -0.128 0.009
N 14.007139 0.376918 -25.629228 0.711 -0.423 -0.512
C 12.970706 0.666080 -24.847413 1.339 -0.318 -0.316
C 12.840199 1.907587 -24.308149 -0.144 1.596 1.020
C 13.808131 2.892923 -24.490710 0.963 -0.936 -1.010
C 14.935425 2.571968 -25.308518 -1.491 0.033 0.757
C 14.963787 1.297399 -25.867793 -1.337 0.245 0.398
H 12.307152 -0.127757 -24.537715 -0.185 -0.191 -0.428
H 12.004471 2.112091 -23.655364 -0.154 0.079 0.023
H 13.676545 3.845121 -23.998366 0.195 0.129 -0.109
H 15.724289 3.273759 -25.535636 -0.011 0.114 0.146
H 15.740290 1.052741 -26.577426 0.114 -0.340 0.057
N 4.270352 1.612675 -12.405891 -0.076 0.178 -1.514
C 5.161429 1.990339 -13.383433 -3.006 2.104 0.024
C 4.740776 2.900170 -14.434074 -0.504 -1.397 1.615
C 3.397674 3.361243 -14.450053 1.258 -1.275 -0.138
C 2.483200 2.848604 -13.530122 1.121 -0.009 0.396
C 2.957419 1.964810 -12.539580 1.477 1.026 -0.486
H 6.208735 1.780203 -13.224081 -0.015 -0.404 -0.081
H 5.454133 3.171572 -15.198180 -0.010 0.247 -0.002
H 3.085871 4.023416 -15.244224 -0.063 0.182 0.059
H 1.478774 3.245388 -13.520799 -0.173 -0.307 0.060
H 2.297814 1.684917 -11.731498 0.002 -0.363 0.028
```
Positions in Å, forces in eV/Å.

- calculated total energy (eV) = -95113.262
- LUMO energy (eV) = 0.01
- HOMO (eV) = -7.92

These are the Mulliken partial charges, in e, on atoms 1 to 5: atom 1 (N): 0.007, atom 2 (C): -0.420, atom 3 (C): -0.496, atom 4 (C): -0.314, atom 5 (C): -0.592

---

(2)
Density functional theory data (ωB97M-V/def2-TZVPD) for a structure of composition C7H14O2 at a distorted geometry.

```
23
Properties=species:S:1:pos:R:3:forces:R:3
C -2.590328 -0.473073 0.372248 1.002 2.298 0.368
C 1.768736 0.127877 0.078463 -2.403 -1.994 0.168
C -0.910208 1.960374 0.373829 0.061 -0.022 -0.189
C 2.559953 -0.945610 0.781328 0.407 0.081 -0.011
C 2.059236 0.263838 -1.394710 0.084 -0.006 -0.042
C -0.756616 0.507760 0.327920 -6.723 -1.701 0.665
C -0.121937 -0.557487 0.250586 7.942 1.089 -0.739
O -3.281804 0.126233 -0.683710 -0.607 -0.231 -0.106
O -2.536673 -1.863991 0.310917 0.487 0.354 -0.367
H -3.432465 -2.232054 0.242436 0.207 0.302 0.148
H -3.278773 -0.436549 -1.468588 0.341 0.005 0.177
H -3.049961 -0.128243 1.309160 0.019 -0.059 -0.234
H 1.835134 1.080019 0.603663 -0.275 -0.032 0.048
H -0.107460 -1.626853 0.234044 -0.630 -0.139 0.044
H -0.948325 2.320327 1.403014 0.088 -0.016 -0.025
H -1.850147 2.228408 -0.112189 0.029 -0.001 -0.024
H -0.099316 2.451609 -0.162745 0.092 0.104 0.073
H 2.382458 -1.924987 0.327489 0.007 0.029 0.017
H 2.297363 -1.006068 1.838545 -0.030 -0.034 -0.017
H 3.640236 -0.756160 0.723950 -0.006 -0.037 0.007
H 1.457166 1.050489 -1.852760 -0.030 -0.036 -0.026
H 3.114101 0.506111 -1.583605 -0.043 0.014 0.064
H 1.849632 -0.671968 -1.919286 -0.017 0.029 0.001
```
Positions in Å, forces in eV/Å.

- calculated total energy (eV) = -11576.061
- LUMO energy (eV) = 0.71
- HOMO (eV) = -6.88

These are the Mulliken partial charges, in e, on atoms 1 to 5: atom 1 (C): -0.030, atom 2 (C): 0.273, atom 3 (C): -1.366, atom 4 (C): -1.491, atom 5 (C): -1.204